Formula: C3H5BrN3
Source: the OMol25 dataset
Level of theory: the ωB97M-V functional and the def2-TZVPD basis

XYZ file:
```
12
Properties=species:S:1:pos:R:3:forces:R:3
Br -1.636006 -2.419230 1.465340 -0.405 1.639 -0.608
N -0.535357 0.233481 0.412211 -0.654 -1.054 -0.287
N 0.439606 -0.626361 0.094505 -2.091 -0.131 0.881
N 1.657574 0.971658 -1.091552 0.343 1.268 -0.584
C 1.457385 -0.213771 -0.602770 0.913 -2.590 1.961
C 0.747127 1.840171 -0.773904 -1.300 0.060 -0.787
C -0.414492 1.451112 0.019496 0.216 4.082 0.188
H -1.101959 2.332398 0.394049 0.996 -2.343 -0.869
H -1.846767 -0.793038 0.916255 1.242 -1.023 0.561
H 2.215293 -0.972978 -0.512040 0.677 0.021 -1.114
H -0.332239 -1.973642 0.866275 0.416 0.015 -0.232
H 0.842484 2.781455 -1.329489 -0.354 0.056 0.888
```
Forces are in eV/Å.

Values from the calculation:
F_max   0.0796 hartree/bohr
Net charge   +1
Energy above the lowest of the compared OMol25 structures with the same formula, charge and spin   258.13 kJ/mol
Orbital gap   9.851 eV
E   -2855.20957 hartree